1.
Below is a 10-piece molecular cluster, C34H72BrCl19NO2PS overall at a distorted geometry, with properties calculated with wB97M-V/def2-TZVPD.

```
131
Properties=species:S:1:pos:R:3
C 4.23 -3.52 -0.58
C 3.54 -3.27 0.79
C 2.05 -3.72 0.84
C 1.06 -2.60 1.26
C 0.03 -2.18 0.19
P 0.48 -0.59 -0.68
C 1.71 -1.53 -1.88
C 1.28 -1.44 -3.35
C 1.78 -0.20 -4.08
Br 0.42 1.20 -4.31
C 1.85 0.40 0.09
C 2.56 1.36 -0.87
C 3.31 2.47 -0.15
C 4.42 1.92 0.75
N 5.76 2.04 0.16
C -0.88 0.39 0.28
C -2.26 0.00 -0.28
C -3.23 1.19 -0.45
C -4.45 1.09 0.49
S -4.18 2.24 1.84
O -2.88 2.03 2.35
O -4.44 3.56 1.36
Cl -5.59 1.77 3.26
H 3.57 -3.99 -1.29
H 5.09 -4.17 -0.41
H 4.61 -2.58 -0.96
H 3.66 -2.23 1.09
H 4.06 -3.87 1.53
H 1.73 -4.16 -0.09
H 1.97 -4.51 1.58
H 0.46 -3.04 2.05
H 1.57 -1.75 1.71
H -0.92 -2.08 0.71
H -0.11 -2.98 -0.53
H -0.19 -0.15 -1.87
H 1.71 -2.59 -1.66
H 2.74 -1.19 -1.75
H 1.77 -2.28 -3.83
H 0.21 -1.61 -3.47
H 2.67 0.24 -3.64
H 2.03 -0.48 -5.10
H 1.41 0.99 0.89
H 2.60 -0.23 0.56
H 1.90 1.75 -1.65
H 3.34 0.79 -1.38
H 2.63 3.06 0.47
H 3.78 3.11 -0.90
H 4.26 0.88 1.03
H 4.41 2.49 1.68
H 6.27 1.17 0.23
H 5.74 2.38 -0.79
H -0.76 1.45 0.12
H -0.83 0.14 1.34
H -2.16 -0.53 -1.23
H -2.67 -0.73 0.42
H -2.74 2.15 -0.38
H -3.66 1.11 -1.45
H -4.55 0.10 0.93
H -5.38 1.31 -0.02
Cl -1.88 -0.11 7.18
C -3.39 0.66 6.65
C -4.36 0.88 7.79
Cl -5.01 -0.66 8.42
H -3.83 0.04 5.87
H -3.12 1.62 6.21
H -5.21 1.46 7.44
H -3.89 1.41 8.61
Cl 1.05 -3.87 4.83
C 0.02 -5.31 4.97
C -0.27 -5.93 3.62
Cl -1.32 -4.90 2.61
H -0.90 -5.02 5.47
H 0.55 -6.02 5.59
H -0.80 -6.87 3.76
H 0.64 -6.12 3.07
Cl 0.78 -5.29 -2.57
C -0.68 -5.42 -3.59
C -0.34 -5.45 -5.06
Cl 0.30 -3.89 -5.63
H -1.33 -4.59 -3.35
H -1.18 -6.35 -3.31
H -1.24 -5.66 -5.64
H 0.40 -6.22 -5.28
Cl 2.66 4.32 -2.73
C 1.18 5.17 -3.26
C 0.26 5.46 -2.10
Cl -0.44 3.98 -1.40
H 0.69 4.55 -4.01
H 1.48 6.10 -3.72
H -0.57 6.08 -2.44
H 0.78 5.98 -1.30
Cl -9.08 -1.52 11.48
C -8.44 -1.89 9.86
C -9.42 -1.54 8.77
Cl -10.85 -2.61 8.78
H -8.18 -2.94 9.84
H -7.53 -1.30 9.74
H -8.94 -1.67 7.80
H -9.77 -0.52 8.86
Cl 1.00 7.79 -5.30
C 1.58 7.35 -6.93
C 0.59 7.72 -8.00
Cl -0.90 6.75 -7.91
H 1.78 6.28 -6.93
H 2.51 7.88 -7.09
H 1.03 7.55 -8.98
H 0.31 8.77 -7.93
Cl -2.78 -6.89 -7.08
C -4.31 -7.18 -6.20
C -5.03 -5.89 -5.89
Cl -4.15 -4.90 -4.70
H -4.07 -7.73 -5.29
H -4.93 -7.81 -6.83
H -6.00 -6.11 -5.47
H -5.16 -5.29 -6.79
Cl 7.10 -1.57 0.90
C 8.79 -1.43 1.45
C 9.36 -0.06 1.17
Cl 9.59 0.22 -0.57
H 9.37 -2.21 0.97
H 8.78 -1.61 2.53
H 10.35 0.02 1.64
H 8.73 0.73 1.56
Cl 1.01 7.00 0.88
C 0.42 8.64 1.26
C -0.36 9.23 0.12
Cl 0.68 9.59 -1.29
H 1.28 9.25 1.52
H -0.22 8.55 2.13
H -0.81 10.17 0.43
H -1.15 8.56 -0.21
```

HOMO, eV: -7.136

2.
Below is a 4-piece molecular cluster, C34H72FN6O9P overall at a distorted geometry, with properties calculated with wB97M-V/def2-TZVPD.

```
123
Properties=species:S:1:pos:R:3
C -5.06 -4.34 -4.38
C -5.17 -3.48 -3.11
C -4.25 -2.25 -3.05
C -2.89 -2.38 -2.31
C -2.21 -3.75 -2.60
C -2.35 -4.91 -1.66
O -1.41 -5.43 -1.15
O -2.01 -1.44 -2.95
C -1.41 -0.14 -2.64
C -2.46 0.89 -2.21
N -3.74 0.83 -2.87
C -3.90 1.04 -4.29
C -0.76 0.13 -4.05
C -0.54 1.56 -4.62
C -1.08 1.63 -6.06
C 0.94 2.01 -4.66
C -0.26 -0.29 -1.53
C 0.38 -1.69 -1.76
N 1.80 -1.80 -1.48
C 2.58 -2.38 -2.56
C 0.83 0.79 -1.72
C 1.96 1.17 -0.72
C 2.47 0.24 0.38
F 1.62 2.43 -0.12
O -0.83 -0.37 -0.20
C -0.97 0.70 0.73
O -1.31 1.90 0.05
C -2.00 0.30 1.79
C -3.27 1.12 1.75
O -4.27 0.43 2.54
C -5.42 1.14 2.69
O -5.62 1.78 3.66
C -6.39 1.05 1.54
C -6.46 -0.32 0.87
P -3.33 -2.26 -0.52
N -2.56 -2.86 0.70
H -4.15 -4.94 -4.42
H -5.91 -5.03 -4.45
H -5.09 -3.70 -5.27
H -6.20 -3.11 -3.07
H -5.08 -4.12 -2.22
H -4.79 -1.43 -2.59
H -3.99 -1.94 -4.06
H -2.55 -4.05 -3.60
H -1.14 -3.59 -2.67
H -3.35 -5.33 -1.50
H -1.98 1.87 -2.21
H -2.68 0.68 -1.16
H -4.47 1.26 -2.32
H -3.48 1.99 -4.66
H -3.44 0.22 -4.85
H -4.96 1.03 -4.53
H 0.19 -0.40 -4.08
H -1.41 -0.42 -4.74
H -1.08 2.31 -4.04
H -1.31 2.67 -6.34
H -1.98 1.04 -6.21
H -0.33 1.26 -6.77
H 1.62 1.15 -4.68
H 1.22 2.63 -3.81
H 1.13 2.59 -5.57
H -0.20 -2.39 -1.15
H 0.21 -1.98 -2.79
H 1.95 -2.33 -0.62
H 3.64 -2.35 -2.30
H 2.45 -1.77 -3.46
H 2.31 -3.41 -2.82
H 1.38 0.49 -2.61
H 0.35 1.74 -1.96
H 2.81 1.42 -1.35
H 3.38 -0.25 0.04
H 2.72 0.85 1.26
H 1.76 -0.52 0.70
H -0.01 0.85 1.22
H -0.84 2.62 0.50
H -1.53 0.43 2.76
H -2.22 -0.77 1.71
H -3.64 1.27 0.73
H -3.11 2.10 2.21
H -6.10 1.81 0.80
H -7.35 1.35 1.95
H -6.69 -1.10 1.61
H -7.25 -0.34 0.12
H -5.52 -0.59 0.40
H -4.62 -2.80 -0.63
H -3.70 -0.91 -0.42
H -1.65 -3.26 0.51
C 1.95 -1.55 5.38
C 1.55 -0.48 4.39
O 1.31 -0.74 3.22
N 1.48 0.79 4.85
C 1.77 1.28 6.18
H 1.96 -2.50 4.85
H 2.94 -1.34 5.79
H 1.24 -1.61 6.20
H 1.25 1.47 4.14
H 0.92 1.81 6.61
H 2.63 1.95 6.16
H 2.03 0.45 6.83
C 5.56 -0.03 3.25
C 5.51 -0.28 4.74
O 4.80 0.38 5.49
N 6.29 -1.27 5.24
C 7.19 -2.14 4.52
H 4.87 0.79 3.03
H 6.55 0.27 2.93
H 5.25 -0.91 2.70
H 6.22 -1.38 6.24
H 6.91 -3.19 4.63
H 8.22 -2.03 4.86
H 7.17 -1.90 3.46
C 5.40 3.89 3.94
C 6.17 3.82 2.64
O 6.59 2.76 2.20
N 6.37 4.98 1.96
C 5.94 6.31 2.33
H 5.33 2.88 4.35
H 5.91 4.52 4.66
H 4.40 4.28 3.79
H 6.88 4.86 1.10
H 5.27 6.73 1.57
H 6.79 6.98 2.45
H 5.40 6.28 3.27
```

Energy above the lowest of the compared OMol25 structures with the same formula, charge and spin, kJ/mol: 0.0
HOMO, eV: -8.387

Number 1: orbital gap 0.2684 Ha, E_LUMO 0.17 eV. Number 2: orbital gap 0.3282 Ha, E_LUMO 0.54 eV.